A 12-piece molecular cluster, C5H33NO11 overall in a non-equilibrium geometry. Source: the OMol25 dataset; level of theory: wB97M-V/def2-TZVPD.

XYZ file:
```
50
C5H33NO11 (wB97M-V/def2-TZVPD)
C 1.7841 0.9972 -0.5916
N 2.4688 -0.1898 -0.0043
C 3.3750 -0.8275 -0.9418
C 2.9749 0.2380 1.3295
C 2.4740 1.6076 1.6987
C 1.5539 2.0332 0.4790
H 2.4384 1.2904 -1.4094
H 0.9129 0.6466 -1.1676
H 2.6156 -1.3491 -1.5501
H 4.2440 -0.3199 -1.2665
H 3.9004 -1.7139 -0.4583
H 2.9083 -0.5465 2.1517
H 4.0516 0.2410 1.3114
H 1.8622 1.5762 2.6231
H 3.3362 2.1601 1.8136
H 1.7541 3.0819 0.2360
H 0.5066 2.0154 0.7517
H 0.1419 2.0439 -3.0737
H 1.2091 2.9525 -3.1512
O 1.0868 2.0075 -3.2838
H -1.7334 3.5746 -0.0159
H -2.1909 2.1633 -0.1286
O -2.5077 3.0800 -0.2612
H -2.0490 -2.3590 -1.6727
H -3.4086 -1.4554 -1.4243
O -2.9537 -2.1416 -1.9071
H -1.7193 -0.3865 0.3116
H -0.6542 0.1443 -0.4315
O -1.4759 0.4491 -0.0692
H 2.2471 -2.9063 1.3601
H 1.0065 -3.7697 1.6417
O 1.7770 -3.4432 2.1058
H -1.6140 -0.3810 -3.3705
H -2.4124 0.9725 -2.9609
O -1.8018 0.5324 -3.4966
H -3.4330 -1.4254 2.4850
H -2.7883 -0.1131 2.2848
O -3.1233 -0.8284 1.7597
H -4.0235 -0.3182 -0.1446
H -3.2025 0.9129 -0.7316
O -4.0759 0.3245 -0.8400
H -0.5379 1.4827 3.7680
H -0.7096 0.0029 3.4710
O -1.2400 0.8323 3.4807
H 0.7802 -1.9835 -0.6042
H 0.1911 -1.6505 -1.9947
O -0.0366 -2.0568 -1.1398
H -1.7890 -1.8121 1.2774
H -0.8923 -2.7617 0.4220
O -1.2281 -2.6241 1.3291
```

Computed properties:
Orbital gap (spin up / spin down) in eV: 2.5 / 8.5
Total charge: -1
⟨S²⟩: 0.7510
ΔE to the lowest compared entry with this formula, charge and spin in kJ/mol: 132.6
F_max in hartree/bohr: 0.0801
Multiplicity: 2
Highest occupied orbital energy (spin up / spin down) in eV: 0.1478 / -5.9330
Electronic energy in eV: -29730.94088



A 11-piece molecular cluster, C5H33NO11S overall in a non-equilibrium geometry. Source: the OMol25 dataset; level of theory: wB97M-V/def2-TZVPD.

XYZ file:
```
51
C5H33NO11S (wB97M-V/def2-TZVPD)
C 0.6891 0.9860 -1.5811
O 0.6534 2.3494 -1.1626
C 0.2639 -0.0252 -0.4750
C -1.2691 -0.3366 -0.4894
C -1.8119 -1.0468 0.7774
S -0.8965 -0.6653 2.2558
C -1.8648 0.1957 3.6587
N 0.9040 -1.3397 -0.6644
H 1.6687 0.5523 -1.8237
H 0.0685 0.9545 -2.4747
H 1.4270 2.7752 -1.5631
H 0.5364 0.4157 0.4828
H -1.3904 -0.9103 -1.3926
H -1.7377 0.6729 -0.6089
H -2.8975 -0.9055 0.8648
H -1.6561 -2.1009 0.4872
H -2.7007 -0.4980 3.8255
H -2.1300 1.2009 3.3400
H -1.2256 0.2522 4.5367
H 0.7277 -1.7423 -1.5725
H 1.8378 -1.5236 -0.2863
H 2.7735 -0.2609 2.2707
H 1.8823 -0.5179 1.1414
O 2.5970 -0.9744 1.6153
H 3.7707 1.8752 2.3795
H 2.5301 1.6363 3.1818
O 3.4149 1.2636 3.0222
H 0.1448 -3.5040 -0.5445
H -0.8018 -4.2896 0.2188
O -0.5834 -4.1232 -0.7117
H -1.6168 4.9505 0.2231
H -1.5558 3.5439 -0.5727
O -1.8872 4.0258 0.1936
H -4.3422 0.6633 -1.3052
H -4.2479 1.3087 0.1369
O -4.3407 0.4876 -0.3617
H -1.8112 -0.2900 -4.7213
H -2.2241 -0.2833 -3.1604
O -2.0124 0.2225 -3.9459
H 3.8547 -1.5992 0.5392
H 4.7597 -2.4400 -0.5223
O 4.3366 -1.6065 -0.3173
H -2.4179 -3.0678 -1.5894
H -3.8146 -2.3394 -1.7627
O -2.9770 -2.5514 -2.1874
H 0.3400 2.1282 2.2598
H 0.9789 2.4656 0.9335
O 1.0590 2.6433 1.8782
H 4.7286 0.9564 -1.0364
H 4.1922 -0.2740 -1.7007
O 4.0738 0.6899 -1.6893
```

Computed properties:
Orbital gap in eV: 9.0
Total charge: 0
ΔE to the lowest compared entry with this formula, charge and spin in kJ/mol: 179.9
F_max in hartree/bohr: 0.0604
Multiplicity: 1
Highest occupied orbital energy in eV: -8.6894
Electronic energy in eV: -40567.83226



A 12-piece molecular cluster, C5H33NO13 overall in a non-equilibrium geometry. Source: the OMol25 dataset; level of theory: wB97M-V/def2-TZVPD.

XYZ file:
```
52
C5H33NO13 (wB97M-V/def2-TZVPD)
C -1.9311 -1.2294 -2.2824
C -2.1785 -0.3733 -1.0127
N -0.9852 0.2338 -0.4464
C -2.6611 1.5927 1.1729
C -1.2883 0.8963 0.8031
C -0.1479 1.9898 1.1674
O 0.7331 1.3508 2.0195
O -0.2186 3.1688 1.0658
H -0.8710 -1.5917 -2.1306
H -1.9099 -0.7382 -3.2450
H -2.5384 -2.1249 -2.3982
H -2.9674 0.3323 -1.3130
H -2.7522 -1.0089 -0.2858
H -0.5927 0.9528 -1.0861
H -3.3641 1.2661 0.3902
H -3.0432 1.1095 2.0797
H -2.5799 2.6858 1.1749
H -1.1989 0.2044 1.6440
H 1.3928 2.0301 2.2587
H -1.0347 0.3749 4.3954
H -1.0915 1.7840 4.0402
O -0.7015 1.2247 4.7243
H 0.7060 -1.2759 -0.4213
H 2.2977 -1.0403 -0.5401
O 1.5666 -1.7183 -0.4525
H -1.5846 -2.6198 3.8390
H -0.5278 -2.1348 3.0581
O -0.8640 -1.9843 3.9567
H -0.8363 -2.2393 0.3406
H 0.1209 -3.3596 0.6790
O -0.7702 -3.0325 0.8871
H 1.8597 0.0325 1.7833
H 2.5530 -1.4878 1.9759
O 2.6104 -0.5723 1.6953
H 1.8486 -2.6273 0.7851
H 2.4210 -4.0189 1.2859
O 1.9512 -3.2387 1.5922
H 0.9480 0.3981 -3.2475
H 0.0961 1.1820 -4.2556
O 0.5295 1.2702 -3.4016
H 4.2700 -0.4759 -0.4337
H 3.4244 0.6860 0.0970
O 3.4916 0.0562 -0.6259
H 1.6229 -2.0084 -3.3806
H 2.5180 -0.9617 -2.7626
O 1.8846 -1.0881 -3.4774
H 1.3914 2.4122 -2.0622
H 1.3321 3.4617 -0.9308
O 1.0509 2.5729 -1.1680
H -0.7979 2.8035 -2.9024
H -1.5041 3.7261 -1.9463
O -1.6796 3.1522 -2.7025
```

Computed properties:
Orbital gap in eV: 9.7
Total charge: 0
ΔE to the lowest compared entry with this formula, charge and spin in kJ/mol: 275.1
F_max in hartree/bohr: 0.0671
Multiplicity: 1
Highest occupied orbital energy in eV: -9.7197
Electronic energy in eV: -33828.22654



A 13-piece molecular cluster, C5H33NO14 overall in a non-equilibrium geometry. Source: the OMol25 dataset; level of theory: wB97M-V/def2-TZVPD.

XYZ file:
```
53
C5H33NO14 (wB97M-V/def2-TZVPD)
O -0.4394 1.1861 2.8387
C -0.4743 1.1319 1.6538
N -0.0874 -0.0936 0.9770
C -0.0644 -0.3656 -0.3630
O 0.0703 -1.5576 -0.7300
C -1.1192 2.1523 0.8826
C -0.3065 3.4510 0.7408
C 0.5128 3.7466 -0.6400
H -0.0448 -0.9304 1.6202
H -0.4780 0.3227 -1.1466
H -2.0353 2.5102 1.4158
H -1.5236 1.8160 -0.0781
H -1.0590 4.2139 0.6507
H 0.3482 3.6471 1.5724
H 0.5789 2.9432 -1.3517
H 1.6894 3.9761 -0.5677
H 0.1381 4.5318 -1.1497
H 3.1150 -1.5081 -1.1790
H 3.2354 -1.1500 0.2293
O 3.3908 -0.8757 -0.5827
H 1.6492 -2.1357 2.7425
H 0.3065 -2.7121 3.2809
O 0.8455 -2.6138 2.5107
H -1.5512 -3.5822 1.8574
H -1.6576 -3.4692 3.4276
O -1.9752 -3.3624 2.6114
H 2.8604 1.3718 -2.3076
H 2.1385 1.7997 -3.7248
O 2.9414 1.3235 -3.2514
H -2.7805 -2.2724 -0.1205
H -3.9995 -2.7713 -0.7331
O -3.4544 -1.9466 -0.7201
H -1.1112 0.2026 4.2267
H -0.5097 -1.1112 4.9845
O -1.1734 -0.3840 4.9639
H 0.8788 -1.0038 -2.5000
H 2.2423 -0.2079 -2.8780
O 1.7718 -1.0647 -2.7848
H -3.1747 -1.2305 2.5246
H -2.9975 -0.1269 3.7271
O -3.2178 -0.3548 2.8659
H 0.5286 0.4675 -4.2690
H -0.0673 1.9192 -3.8536
O 0.2686 1.0985 -3.4918
H -2.5378 -1.0491 -2.6945
H -1.0484 -0.8119 -3.1938
O -1.8982 -0.4046 -2.8329
H -0.5288 -3.8218 -2.7350
H 0.2594 -2.4905 -2.5196
O -0.3954 -2.9850 -3.1208
H 3.7254 1.2715 0.3445
H 4.3599 1.4203 1.7742
O 3.8555 1.8901 1.0967
```

Computed properties:
Orbital gap in eV: 10.1
Total charge: 0
ΔE to the lowest compared entry with this formula, charge and spin in kJ/mol: 556.5
F_max in hartree/bohr: 0.1230
Multiplicity: 1
Highest occupied orbital energy in eV: -10.4070
Electronic energy in eV: -35873.03949